Below is C4H6N2 in the gas phase in a non-equilibrium geometry, with properties calculated with the ωB97M-V functional and the def2-TZVPD basis.

ORCA input file:
```
! wB97M-V def2-TZVPD RIJCOSX def2/J DEFGRID3
* xyz 0 1
N 3.17950 -0.03363 0.74611
C 2.04052 -0.23200 0.80348
C 0.59552 -0.48108 0.87697
C -0.21952 0.45687 0.00849
C -0.84391 -0.03088 -1.24123
N -1.64094 0.14803 -0.02950
H 0.40616 -1.51142 0.55105
H 0.27479 -0.41508 1.92253
H 0.07434 1.50483 0.04847
H -0.70846 -1.06943 -1.53785
H -0.96486 0.66460 -2.06826
H -2.19314 0.99920 -0.08026
*
```

Calculated values
E, hartree: -265.47870
SMILES: N#CC[C@H]1CN1
Energy above the lowest of the compared OMol25 structures with the same formula, charge and spin, kcal per mole: 35.69
Highest occupied orbital energy, hartree: -0.3777
Gap between HOMO and LUMO, eV: 11.18
LUMO level, eV: 0.902